This record from the Open Molecules 2025 dataset describes 4 unconnected molecules or ions with the total composition C21H42BrN5 at a distorted geometry. The level of theory is the ωB97M-V functional and the def2-TZVPD basis.

Calculated values
HOMO-LUMO gap, eV: 3.905
Energy relative to the best compared isomer or geometry (same formula, charge and spin), eV: 4.9273
HOMO level, eV: -8.40

```
! RIJCOSX wB97M-V def2-TZVPD def2/J DEFGRID3
* xyz 2 1
C 16.7508 -24.8001 -29.6208
C 17.7879 -24.0992 -28.6676
N 19.1168 -24.0207 -29.2918
C 19.4354 -23.3671 -30.4497
C 20.8390 -23.1752 -30.5170
N 21.3412 -24.0063 -29.4801
C 20.2878 -24.5284 -28.7613
C 22.7442 -24.2490 -29.1325
H 16.7678 -24.4912 -30.6660
H 15.7197 -24.7398 -29.2726
H 16.9894 -25.8594 -29.5257
H 18.0429 -24.8212 -27.8919
H 17.4886 -23.0986 -28.3558
H 18.6717 -22.9655 -31.0992
H 21.4481 -22.7394 -31.2951
H 20.4332 -25.1600 -27.8974
H 23.2500 -23.3236 -29.4078
H 23.0634 -24.9659 -29.8888
H 22.9236 -24.6848 -28.1496
C 19.5075 -16.6615 -29.6475
C 20.8283 -16.9659 -30.4326
N 21.9358 -17.2389 -29.5782
C 21.8964 -17.9076 -28.3618
C 23.1916 -18.1052 -27.9382
N 24.0396 -17.4288 -28.8379
C 23.2133 -16.8916 -29.8695
C 25.5398 -17.3368 -28.7640
H 18.7627 -16.8683 -30.4160
H 19.3762 -15.6626 -29.2315
H 19.3050 -17.3229 -28.8051
H 21.0072 -16.0488 -30.9939
H 20.7173 -17.7122 -31.2193
H 20.9774 -18.2404 -27.9022
H 23.5972 -18.6562 -27.1026
H 23.6485 -16.3203 -30.6762
H 26.0254 -18.1718 -28.2588
H 25.9416 -16.5216 -28.1622
H 25.9848 -17.1636 -29.7438
C 23.8027 -24.0195 -21.6657
C 23.7289 -23.9469 -20.0941
C 25.0894 -24.5819 -19.6969
C 25.0798 -24.3918 -18.2130
N 26.4809 -24.5359 -17.6102
C 26.4850 -24.4187 -16.0624
C 27.7228 -23.4972 -15.7140
C 27.7356 -22.4247 -16.7995
C 27.3552 -23.2851 -18.0000
C 27.2989 -25.8448 -18.0505
H 22.8418 -23.5853 -21.9417
H 23.8522 -25.0765 -21.9274
H 24.6242 -23.4085 -22.0398
H 22.8647 -24.5279 -19.7721
H 23.7250 -22.9200 -19.7288
H 25.9692 -24.1852 -20.2036
H 25.1096 -25.5941 -20.1008
H 24.4812 -25.2062 -17.8050
H 24.7486 -23.3897 -17.9407
H 26.3954 -25.3536 -15.5093
H 25.5548 -23.8945 -15.8435
H 28.6979 -23.8881 -15.4234
H 27.5643 -23.1084 -14.7081
H 28.6087 -21.7841 -16.9231
H 26.9379 -21.7174 -16.5723
H 28.1542 -23.6400 -18.6509
H 26.7236 -22.6356 -18.6060
H 27.8141 -25.6749 -18.9959
H 26.5066 -26.5549 -18.2871
H 28.0667 -25.9521 -17.2843
Br 17.6814 -20.1268 -23.9436
*
```

This record from the Open Molecules 2025 dataset describes a molecular structure, C21H42N3O2RuSbSe at a distorted geometry. The level of theory is the ωB97M-V functional and the def2-TZVPD basis.

Calculated values
⟨S²⟩: 0.76
HOMO-LUMO gap (spin up / spin down), eV: 8.115 / 6.186
Energy relative to the best compared isomer or geometry (same formula, charge and spin), eV: 0.0000
HOMO level (spin up / spin down), eV: -10.26 / -10.23

```
! RIJCOSX wB97M-V def2-TZVPD def2/J DEFGRID3
* xyz 1 2
Ru -0.1432 -0.3527 -0.2310
N -0.2358 0.1315 1.8991
C 0.2660 1.4977 2.1618
C -0.1450 2.4181 1.0208
N 0.2117 1.8595 -0.3054
C 1.5836 2.1565 -0.7660
C 2.5614 1.1317 -0.2279
N 1.9985 -0.2117 -0.4496
H 0.2620 -0.5622 2.4477
H -1.2017 0.0515 2.1923
H -0.1204 1.9004 3.1009
H 1.3472 1.4485 2.2615
H -1.2294 2.5257 1.0368
H 0.2885 3.4131 1.1603
H -0.4318 2.2465 -0.9884
H 1.5827 2.0836 -1.8530
H 1.8799 3.1751 -0.5001
H 3.5260 1.2497 -0.7252
H 2.7356 1.2553 0.8382
H 2.0997 -0.5141 -1.4165
H 2.4905 -0.9051 0.1022
Se -0.1272 -1.4132 -2.4681
C -0.4233 -0.2822 -3.9971
C -0.0939 1.0592 -4.1094
C -0.2630 1.7424 -5.3064
C -0.7670 1.0884 -6.4189
C -1.0972 -0.2575 -6.3203
C -0.9270 -0.9355 -5.1245
H 0.2977 1.5973 -3.2567
H 0.0037 2.7902 -5.3652
H -0.8982 1.6183 -7.3526
H -1.4895 -0.7847 -7.1801
H -1.1840 -1.9859 -5.0624
C -5.4557 -1.9723 -0.0326
C -3.9645 -2.2082 -0.2675
C -3.4366 -3.1765 0.7834
Sb -2.8762 -0.3352 -0.4455
C -3.4747 0.2959 -2.4163
C -2.9588 1.7057 -2.6924
C -4.9648 0.1908 -2.7116
C -4.1222 0.8819 0.8569
C -4.1718 2.3778 0.5704
C -3.7795 0.6148 2.3214
H -5.9836 -2.9219 -0.1469
H -5.9136 -1.2577 -0.7143
H -5.6379 -1.6338 0.9893
H -3.8147 -2.6420 -1.2605
H -3.5666 -2.7773 1.7922
H -2.3894 -3.4217 0.6539
H -4.0179 -4.1010 0.7314
H -2.9269 -0.4038 -3.0508
H -3.5071 2.4607 -2.1295
H -3.0655 1.9459 -3.7528
H -1.9003 1.7971 -2.4594
H -5.5701 0.7677 -2.0075
H -5.3185 -0.8397 -2.7062
H -5.1602 0.5939 -3.7087
H -5.1160 0.4805 0.6585
H -3.1958 2.8615 0.6417
H -4.8202 2.8666 1.3028
H -4.5798 2.5961 -0.4142
H -2.8308 1.0863 2.5967
H -3.7179 -0.4501 2.5583
H -4.5340 1.0536 2.9788
C 1.6819 -4.1090 0.4002
O 1.4419 -2.7548 -0.0307
C 0.3095 -2.1919 0.4290
O -0.3983 -2.7650 1.2333
H 2.6379 -4.3839 -0.0326
H 0.8911 -4.7555 0.0267
H 1.7130 -4.1622 1.4859
*
```

This record from the Open Molecules 2025 dataset describes 7 unconnected molecules or ions with the total composition C21H42O7 at a distorted geometry. The level of theory is the ωB97M-V functional and the def2-TZVPD basis.

Calculated values
HOMO-LUMO gap, eV: 9.871
Energy relative to the best compared isomer or geometry (same formula, charge and spin), eV: 0.1142
HOMO level, eV: -9.29

```
! RIJCOSX wB97M-V def2-TZVPD def2/J DEFGRID3
* xyz 0 1
C -3.0429 0.8318 -1.9108
C -3.5217 0.0681 -0.7356
C -4.4113 0.6900 0.3677
O -3.2589 -1.1181 -0.6428
H -2.3386 0.2565 -2.5166
H -2.5179 1.7351 -1.5916
H -3.9165 1.0205 -2.4676
H -3.8997 1.4879 0.9195
H -4.6378 -0.1396 1.0734
H -5.3440 1.1140 0.0013
C -0.5715 1.5594 -4.4076
C 0.7791 1.4380 -3.7413
C 1.8689 0.6255 -4.4028
O 0.9748 1.9278 -2.6509
H -1.0671 0.5922 -4.5519
H -0.4837 1.9393 -5.4206
H -1.1997 2.1586 -3.7374
H 2.8197 0.9123 -3.9679
H 1.9782 0.7113 -5.4671
H 1.6980 -0.4299 -4.1389
C 3.3694 3.9456 -0.4105
C 4.5166 2.9700 -0.3553
C 4.2152 1.4905 -0.4360
O 5.6417 3.4005 -0.2163
H 2.7827 3.9884 0.4950
H 2.6859 3.7555 -1.2479
H 3.8003 4.9388 -0.5865
H 5.1313 0.9173 -0.3037
H 3.7773 1.3260 -1.4202
H 3.4117 1.2610 0.2767
C -0.7533 -1.4028 1.4088
C -0.6959 -0.0414 0.8033
C 0.2263 0.0566 -0.3578
O -1.3473 0.9290 1.1409
H 0.2740 -1.6195 1.7304
H -1.0913 -2.1153 0.6899
H -1.3924 -1.4553 2.2774
H 0.0880 1.0010 -0.8892
H 0.2558 -0.7942 -1.0280
H 1.2165 0.1235 0.1030
C -5.5908 1.3191 3.8283
C -4.5607 0.3957 4.5262
C -3.1034 0.7034 4.4306
O -4.9276 -0.4872 5.2829
H -6.5417 0.8412 3.6783
H -5.2343 1.6375 2.8642
H -5.7264 2.2263 4.4127
H -2.5632 -0.1443 4.8614
H -2.8578 1.6375 4.9936
H -2.8209 0.8351 3.3816
C 4.8410 -0.2668 3.1224
C 3.8491 -1.3909 2.8873
C 3.6219 -2.4963 3.9310
O 3.2044 -1.4307 1.8657
H 5.6377 -0.5458 2.4497
H 5.2221 -0.2171 4.1156
H 4.4301 0.6912 2.7726
H 4.4839 -3.1681 3.9438
H 2.7830 -3.0944 3.6081
H 3.4695 -2.0825 4.9213
C -1.5207 -3.4336 -2.1983
C -0.3458 -2.8853 -2.9143
C 0.7609 -3.8737 -3.1976
O -0.2282 -1.7314 -3.2552
H -1.2392 -4.2915 -1.5823
H -2.2135 -3.7855 -2.9464
H -2.0192 -2.6460 -1.6101
H 1.2429 -4.3157 -2.3184
H 1.5746 -3.3764 -3.7469
H 0.3524 -4.6797 -3.7919
*
```

This record from the Open Molecules 2025 dataset describes a molecular structure, C21H42O9 at a distorted geometry. The level of theory is the ωB97M-V functional and the def2-TZVPD basis.

Calculated values
HOMO-LUMO gap, eV: 9.602
Energy relative to the best compared isomer or geometry (same formula, charge and spin), eV: 9.3042
HOMO level, eV: -9.34

```
! RIJCOSX wB97M-V def2-TZVPD def2/J DEFGRID3
* xyz 0 1
O 2.8078 2.3413 -5.7763
C 2.2558 1.1663 -5.9213
O 2.5408 0.0873 -5.1803
C 3.6858 0.0293 -4.2263
C 4.2478 -1.2407 -3.8623
C 1.0128 0.9903 -6.8023
H 3.6068 0.5713 -3.1523
H 4.6368 0.5603 -4.6253
H 4.8158 -1.3137 -3.0953
H 4.7618 -1.7717 -4.7883
H 3.4398 -1.9847 -3.5583
H 0.7498 0.0153 -6.9053
H 1.3208 1.4273 -7.6463
H 0.3598 1.7013 -6.3543
O -0.4532 -1.0747 0.0927
C 0.5968 -0.4347 -0.1263
O 0.9968 0.6383 0.6857
C 0.2728 1.1423 1.7237
C 0.7368 2.3853 2.4227
C 1.4828 -0.5087 -1.2883
H 0.2528 0.3733 2.2967
H -0.7262 1.1153 1.3997
H 1.7758 2.3513 2.4297
H 0.4608 2.4603 3.4047
H 0.5768 3.2543 1.8317
H 1.2158 -1.4257 -1.8563
H 2.5108 -0.4277 -0.9483
H 1.1838 0.1883 -1.9443
O -1.1652 -0.0427 -3.1373
C -2.1562 0.3473 -2.4933
O -2.4052 1.5893 -1.9573
C -1.3672 2.5743 -1.8233
C -1.8292 3.7943 -1.2703
C -3.2992 -0.6867 -2.2603
H -1.0022 2.8293 -2.7953
H -0.3332 2.2983 -1.3843
H -2.7182 4.3893 -1.5703
H -1.0652 4.5933 -1.4083
H -1.9662 3.6263 -0.0983
H -3.5362 -0.7917 -1.1803
H -3.0262 -1.5077 -2.7743
H -4.2572 -0.2857 -2.5793
C -2.8662 0.4753 3.4917
C -2.7302 1.8743 3.9727
O -2.3652 2.2103 5.2637
C -3.0172 3.0413 2.9017
H -2.9172 -0.1277 4.3307
H -2.0772 0.0523 2.7627
H -4.0162 0.4053 2.9597
H -2.7972 4.2423 3.4697
H -3.8982 3.0413 2.4487
H -2.4332 3.1613 2.0017
C 1.6288 -6.1067 -1.4423
C 0.9948 -5.0357 -0.6163
O 1.5968 -4.2047 0.1807
C -0.5852 -4.7647 -0.7823
H 2.6138 -6.2007 -0.9613
H 1.5008 -6.1007 -2.5353
H 1.4018 -7.0817 -1.3793
H -0.9572 -4.4207 -1.8923
H -0.7502 -3.7337 -0.1443
H -1.0522 -5.6197 -0.4873
C 0.8418 1.0983 6.1457
C 0.3348 -0.3767 6.0337
O 0.6368 -1.1637 5.0627
C -0.7462 -0.8357 7.0527
H 1.8508 1.0993 5.5517
H 1.2008 1.0653 7.1357
H 0.0628 1.8143 6.0217
H -1.3972 -0.2317 7.3057
H 0.0698 -1.0947 7.8677
H -1.1282 -1.8287 6.7787
*
```

This record from the Open Molecules 2025 dataset describes 3 unconnected molecules or ions with the total composition C21H43BrF3N9P at a distorted geometry. The level of theory is the ωB97M-V functional and the def2-TZVPD basis.

Calculated values
HOMO-LUMO gap, eV: 8.366
HOMO level, eV: -10.87

```
! RIJCOSX wB97M-V def2-TZVPD def2/J DEFGRID3
* xyz 1 1
C -1.0530 0.4896 4.2993
C 0.1827 1.2415 3.7899
P 0.8809 0.7135 2.1633
C 0.3723 -1.0350 1.9569
C 0.6311 -1.5547 0.5379
C -0.0199 1.6306 0.8026
C -1.2232 2.3445 1.3873
N -1.6313 3.1566 0.1630
C -2.8125 3.9991 0.5663
C -4.0507 3.6992 -0.2664
C -4.0104 4.1589 -1.7048
Br -3.0884 2.8786 -2.8490
C -0.4232 3.6911 -0.1613
N -0.2151 4.8360 -0.7688
N -1.3034 5.5766 -1.2275
C 1.0893 5.4570 -0.9991
C 1.3734 5.8661 -2.4656
N 0.7239 5.1199 -3.5035
N 0.8669 7.2589 -2.5863
N 2.8272 5.7756 -2.6318
N 0.6414 2.8457 0.2564
C 1.6469 2.4402 -0.7401
F 1.3206 2.8413 -1.9872
F 2.8607 2.9508 -0.4058
F 1.7655 1.0883 -0.7692
H -1.8324 0.3883 3.5545
H -0.7438 -0.5190 4.5482
H -1.4247 0.9261 5.2168
H 0.0434 2.3140 3.8439
H 0.9833 1.0324 4.4898
H -0.6746 -1.2080 2.1834
H 0.9754 -1.6131 2.6456
H 0.1207 -2.5048 0.4482
H 1.6899 -1.6616 0.3486
H 0.2129 -0.8936 -0.2113
H -0.5004 1.0401 0.0342
H -1.9761 1.6691 1.7508
H -0.8800 3.1087 2.0727
H -3.0717 3.7224 1.5798
H -2.6105 5.0566 0.6034
H -4.8586 4.2491 0.2112
H -4.2946 2.6486 -0.1692
H -3.5881 5.1415 -1.8111
H -5.0194 4.2090 -2.0857
H -1.0662 6.5566 -1.1710
H -1.5022 5.3086 -2.1806
H 1.0628 6.3763 -0.4204
H 1.9105 4.8913 -0.6055
H 0.2817 4.2650 -3.2170
H 0.0720 5.6852 -4.0208
H 1.3799 7.8670 -1.9621
H 1.0527 7.6059 -3.5203
H 3.2611 6.4824 -2.0505
H 3.0207 6.0539 -3.5859
C 0.7576 -3.7585 -3.1438
C 1.6259 -4.9766 -2.8479
C 0.8675 -6.0923 -2.1184
C 0.3654 -5.6099 -0.8323
N -0.0211 -5.2058 0.1654
H 0.3962 -3.2956 -2.2237
H 1.3275 -3.0058 -3.6886
H -0.1077 -4.0302 -3.7510
H 2.4849 -4.6721 -2.2479
H 2.0160 -5.3785 -3.7837
H 1.5226 -6.9448 -1.9355
H 0.0220 -6.4366 -2.7151
C -0.4070 -8.1462 2.5994
C 0.3720 -9.4026 2.9685
C 1.8754 -9.2556 2.7075
C 2.1345 -8.9915 1.2921
N 2.3360 -8.7917 0.1847
H -0.3141 -7.9236 1.5363
H -1.4673 -8.2707 2.8175
H -0.0473 -7.2805 3.1580
H -0.0131 -10.2502 2.3994
H 0.2211 -9.6342 4.0240
H 2.4061 -10.1648 2.9895
H 2.2877 -8.4318 3.2911
*
```

This record from the Open Molecules 2025 dataset describes a molecular structure, C21H43CeN2OP3 at a distorted geometry. The level of theory is the ωB97M-V functional and the def2-TZVPD basis.

Calculated values
⟨S²⟩: 0.75
HOMO-LUMO gap (spin up / spin down), eV: 2.922 / 2.949
Energy relative to the best compared isomer or geometry (same formula, charge and spin), eV: 0.0000
HOMO level (spin up / spin down), eV: -13.85 / -13.85

```
! RIJCOSX wB97M-V def2-TZVPD def2/J DEFGRID3
* xyz 3 2
Ce -0.3647 -0.2805 0.0944
P 1.8337 1.0643 1.3553
P -1.0524 2.0820 -1.4499
P 1.5764 -0.5837 -2.0248
H -1.8961 -2.7856 0.0092
C -0.8265 -2.7287 -0.2499
C 0.1536 -2.6279 0.7389
H -0.1156 -2.5344 1.8012
C 1.5392 1.4512 3.1143
C 2.5875 2.6354 0.8014
C 3.3180 -0.0059 1.5062
C -2.4083 1.5668 -2.5728
C -1.8786 3.3879 -0.4796
C 0.0333 3.0640 -2.5490
C 2.4404 -2.1914 -1.9180
C 2.9420 0.5440 -2.4612
C 0.6597 -0.7641 -3.6057
H -0.5880 -3.0127 -1.2842
H 1.2066 -2.8408 0.5353
H 1.0883 0.5867 3.6175
H 0.8371 2.2895 3.2069
H 2.4954 1.7052 3.5930
H 1.8223 3.4236 0.8094
H 2.9634 2.5398 -0.2260
H 3.4097 2.9204 1.4758
H 3.0283 -0.9612 1.9643
H 4.0658 0.4921 2.1426
H 3.7452 -0.2204 0.5168
H -2.8310 2.4343 -3.1042
H -3.1994 1.0801 -1.9830
H -2.0419 0.8238 -3.2954
H -2.2808 4.1691 -1.1430
H -1.1596 3.8275 0.2246
H -2.6879 2.9556 0.1248
H -0.5120 3.9060 -3.0064
H 0.4610 2.4352 -3.3406
H 0.8775 3.4566 -1.9648
H 2.9978 -2.3568 -2.8495
H 1.7218 -3.0084 -1.7670
H 3.1389 -2.1782 -1.0692
H 3.4290 0.2009 -3.3850
H 3.6783 0.5561 -1.6437
H 2.5593 1.5640 -2.6126
H 1.3281 -1.1614 -4.3841
H 0.2567 0.2063 -3.9330
H -0.1783 -1.4668 -3.4695
C -2.5771 -0.8912 -7.0257
C -3.7017 -1.3792 -7.7398
C -3.9174 -2.7548 -7.7677
C -3.0293 -3.6352 -7.1331
C -1.8922 -3.1351 -6.4725
C -1.6534 -1.7637 -6.4445
O -2.3725 0.4432 -6.8022
H -3.0558 0.9446 -7.2796
H -4.3812 -0.6784 -8.2291
H -4.7931 -3.1508 -8.2908
H -3.2109 -4.7081 -7.1527
H -1.1912 -3.8073 -5.9820
H -0.7679 -1.3398 -5.9610
C -3.2932 2.3714 4.5830
N -2.8080 1.3343 3.6847
C -3.1890 -0.0116 3.7078
C -2.5099 -0.6114 2.6904
N -1.7282 0.3394 2.0319
C -1.9299 1.5101 2.6828
H -4.3863 2.4601 4.4980
H -3.0405 2.1184 5.6231
H -2.8334 3.3350 4.3254
H -3.8874 -0.4149 4.4215
H -2.5038 -1.6358 2.3613
H -1.4536 2.4654 2.4445
*
```

The following DFT total energy values (in hartree) correspond, in order, to the records above: -3672.47986, -3876.49254, -1352.01187, -1502.12500, -4533.47212, -2508.95506.